Record 1
The following is a quantum chemistry calculation of 3 unconnected molecules or ions with the total composition C4H14N2O in a non-equilibrium geometry, from OMol25.

XYZ file:
```
21
Properties=species:S:1:pos:R:3:forces:R:3:nbo_charge:R:1
C -0.236 -1.013 -2.767 1.667 0.095 0.909 -0.61
C -0.961 -0.355 -1.569 -0.055 -1.405 1.185 -0.41
C -0.241 -0.796 -0.243 -0.780 0.135 -0.057 -0.23
N -0.743 -0.178 1.066 2.022 -0.298 -1.020 -0.61
C 0.508 -0.123 1.930 -2.183 -1.424 0.500 -0.12
N 0.284 0.575 3.194 0.941 0.463 -1.003 -0.85
H 0.592 -0.340 -3.022 0.056 -0.252 -0.184 0.20
H -0.776 -1.198 -3.689 -0.497 0.096 0.177 0.22
H 0.261 -1.983 -2.446 -0.744 0.988 -0.367 0.20
H -0.943 0.736 -1.507 -0.098 -0.161 -0.696 0.23
H -1.976 -0.725 -1.572 -0.498 0.180 0.240 0.20
H 0.785 -0.488 -0.451 0.341 -0.017 0.292 0.17
H -0.223 -1.882 -0.080 -0.221 0.158 -0.279 0.19
H -0.741 0.807 0.830 -1.023 0.349 -0.375 0.34
H 0.777 -1.148 2.217 0.114 0.140 -0.283 0.21
H 1.267 0.182 1.189 0.746 0.832 0.949 0.20
H -0.153 1.490 3.063 -0.131 -0.597 0.378 0.36
H -0.214 -0.017 3.849 -0.136 0.376 -0.290 0.39
H 1.293 2.647 -0.703 0.266 0.257 0.201 0.46
H 0.836 1.804 1.224 -0.107 0.551 -4.720 0.40
O 0.603 2.005 -0.513 0.320 -0.467 4.443 -0.90
```
Positions in Å, forces in eV/Å.

For the energy above the lowest of the compared OMol25 structures with the same formula, charge and spin, the calculation gives 6.121 eV. The calculation puts the HOMO-LUMO gap at 7.86 eV.

***

Record 2
The following is a quantum chemistry calculation of 2 unconnected molecules or ions with the total composition C4H14N2O in a non-equilibrium geometry, from OMol25.

XYZ file:
```
21
Properties=species:S:1:pos:R:3:forces:R:3:nbo_charge:R:1
C -1.039 0.684 -0.606 0.747 0.141 0.362 -0.43
C -0.385 -0.563 0.167 -1.054 0.463 -1.433 -0.43
C 1.154 -0.632 -0.166 0.203 -1.967 -1.728 -0.21
N 1.974 -1.622 0.605 -0.780 2.321 0.944 -0.86
C -0.149 1.817 -0.230 1.946 3.525 -0.663 -0.21
N -0.148 2.949 -1.260 2.788 -2.887 0.837 -0.87
H -2.079 0.963 -0.370 0.254 -0.706 0.409 0.21
H -1.051 0.684 -1.735 0.381 -0.847 1.068 0.21
H -1.100 -1.372 -0.218 1.724 0.285 0.999 0.20
H -0.437 -0.367 1.265 -0.406 -0.407 -0.752 0.21
H 1.570 0.430 0.048 0.027 -3.196 -0.217 0.20
H 1.307 -0.926 -1.308 -0.592 1.236 1.886 0.17
H 2.904 -1.411 0.384 1.605 0.662 -0.046 0.35
H 1.980 -2.606 0.553 -1.443 -1.189 -0.688 0.37
H -0.274 2.287 0.842 -0.112 -0.947 -2.094 0.20
H 0.941 1.482 -0.266 -2.279 1.443 0.022 0.17
H -0.027 2.683 -2.235 -0.173 -0.207 0.597 0.36
H -0.823 3.595 -1.149 -2.835 2.433 0.366 0.35
H -1.577 -2.714 1.166 -0.652 1.438 -3.782 0.46
H -1.316 -2.341 2.519 0.944 5.562 4.275 0.45
O -1.424 -3.019 1.994 -0.294 -7.156 -0.361 -0.91
```
Positions in Å, forces in eV/Å.

For the energy above the lowest of the compared OMol25 structures with the same formula, charge and spin, the calculation gives 3.787 eV. The SMILES is NCCCCN.O. The calculation puts the HOMO-LUMO gap at 9.85 eV.

***

Record 3
The following is a quantum chemistry calculation of 2 unconnected molecules or ions with the total composition C4H14N2O in a non-equilibrium geometry, from OMol25.

XYZ file:
```
21
Properties=species:S:1:pos:R:3:forces:R:3:nbo_charge:R:1
C -0.258 1.370 -0.324 -0.049 0.378 -0.239 -0.41
C 0.442 0.031 -0.443 -0.678 -1.512 0.223 -0.43
C 0.260 -0.745 -1.764 0.123 -0.352 0.608 -0.22
N -0.011 -2.177 -1.461 0.238 0.605 -0.212 -0.83
C -1.753 1.356 -0.683 0.357 -0.210 -0.017 -0.21
N -2.574 0.502 0.177 -0.170 0.700 -0.941 -0.85
H 0.228 2.144 -0.927 0.069 -0.099 -0.112 0.20
H -0.199 1.733 0.701 0.189 -0.021 0.227 0.20
H 0.049 -0.670 0.306 -0.440 0.321 0.070 0.21
H 1.485 0.007 -0.160 0.538 0.693 -0.152 0.21
H 1.169 -0.606 -2.362 -0.286 0.030 -0.311 0.17
H -0.627 -0.419 -2.296 0.153 0.337 -0.273 0.18
H -0.075 -2.683 -2.336 -0.005 -0.133 -0.005 0.35
H 0.787 -2.554 -0.969 0.090 -0.200 0.104 0.35
H -2.089 2.392 -0.673 -0.235 0.057 0.207 0.18
H -1.888 1.026 -1.718 -0.077 0.027 0.152 0.18
H -2.557 -0.435 -0.194 0.093 -0.255 0.557 0.37
H -2.296 0.572 1.141 0.091 -0.367 0.122 0.36
H 3.566 0.505 4.404 -0.252 0.005 0.131 0.47
H 3.857 -0.280 3.170 -0.167 -0.164 -0.141 0.46
O 3.136 -0.092 3.781 0.417 0.161 0.004 -0.93
```
Positions in Å, forces in eV/Å.

For the energy above the lowest of the compared OMol25 structures with the same formula, charge and spin, the calculation gives 1.273 eV. The SMILES is NCCCCN.O. The calculation puts the HOMO-LUMO gap at 9.67 eV.